ORCA calculation (ωB97M-V/def2-TZVPD) on a cluster of 2 separate species, C5H14N2O in total in a non-equilibrium geometry.

The geometry in ORCA input format:
```
! wB97M-V def2-TZVPD RIJCOSX def2/J DEFGRID3
* xyz 0 1
N 1.34554 -1.09222 -1.02522
C 2.27802 -0.38238 -2.06681
C 2.45618 1.08778 -1.70241
C 1.07247 1.42295 -1.01560
C 0.86368 0.12460 -0.19696
C -0.59486 -0.19008 0.04692
N -0.70973 0.21270 1.49373
H 1.79065 -1.60893 -0.33195
H 3.12306 -1.06839 -2.25217
H 1.59033 -0.48913 -2.93644
H 2.71079 1.61313 -2.61334
H 3.24247 1.28389 -0.95125
H 1.24983 2.20526 -0.21229
H 0.24601 1.71278 -1.80230
H 1.35925 0.12351 0.89959
H -1.29711 0.22787 -0.55670
H -0.82762 -1.22126 -0.07568
H -1.40169 -0.26510 1.96442
H -1.14916 1.20846 1.73294
H -4.80582 -1.68146 2.88538
H -5.30976 -1.02606 4.30313
O -5.17810 -0.90440 3.28453
*
```

Output
- SMILES string: NC[C@@H]1CCCN1.O
- ΔE to the lowest compared entry with this formula, charge and spin: 86.48 kcal/mol
- Electronic energy: -383.562896 Eh
- LUMO: 0.761 eV
- Orbital gap: 9.501 eV

ORCA calculation (ωB97M-V/def2-TZVPD) on a structure of composition C29H22Co2F6N3O6S in a non-equilibrium geometry.

The geometry in ORCA input format:
```
! wB97M-V def2-TZVPD RIJCOSX def2/J DEFGRID3
* xyz -1 1
F 8.07166 -4.60992 -1.39852
C 7.41172 -4.70805 -0.19920
F 6.99566 -6.00016 -0.07178
F 8.34322 -4.48188 0.78343
C 6.27733 -3.71960 -0.11517
C 4.97516 -4.14909 0.11001
C 3.93303 -3.20223 0.18822
N 2.64494 -3.67641 0.46148
C 1.46723 -2.95117 0.59165
S 1.26215 -1.30873 0.34425
N 0.41595 -3.75748 0.92946
C -0.94969 -3.23633 1.15763
C -1.50383 -2.64404 -0.13862
C -1.90725 -3.71437 -1.17171
C -3.21978 -3.21910 -1.79131
C -3.74714 -2.11352 -0.86952
N -2.64104 -1.72609 0.03254
C 4.21782 -1.85378 0.01905
C 5.53172 -1.44770 -0.19619
C 5.83187 0.02114 -0.32397
F 6.84038 0.26388 -1.21427
F 4.73964 0.73061 -0.74103
F 6.22108 0.55666 0.87967
C 6.57630 -2.36501 -0.26211
H 4.75862 -5.20814 0.23247
H 2.55946 -4.68921 0.54945
H 0.62323 -4.67086 1.32837
H -1.57199 -4.09310 1.45767
H -0.94578 -2.48772 1.96616
H -0.71268 -2.01674 -0.58289
H -1.10678 -3.82999 -1.91208
H -2.05309 -4.68383 -0.67597
H -3.03419 -2.81321 -2.79115
H -3.95206 -4.02751 -1.88122
H -4.05689 -1.23409 -1.43884
H -4.61670 -2.46553 -0.29270
H -2.93957 -1.63002 1.00082
H 3.42280 -1.09866 0.04922
H 7.59414 -2.03084 -0.43014
O -4.30304 4.60387 -2.54585
C -3.22713 4.43968 -2.15189
Co -1.64026 4.17392 -1.49346
C -0.82400 3.58174 -2.92888
O -0.35140 3.26269 -3.93386
C -1.06999 5.82648 -1.35052
O -0.75678 6.94089 -1.36053
C -2.30970 3.22332 0.22262
C -3.40622 3.90162 0.92680
C -3.54674 5.30828 0.93284
C -4.67527 5.91139 1.49020
C -5.66773 5.12879 2.08970
C -5.49694 3.74215 2.17404
C -4.36273 3.13514 1.62908
C -1.95507 1.86732 0.18919
C -2.27775 0.55675 0.01786
Co -0.53303 2.93802 0.36860
C 0.22686 4.53995 0.66290
O 0.83243 5.46368 1.00298
C 0.22602 2.12720 1.74365
O 0.76296 1.60645 2.62465
C 0.54029 2.30577 -0.90822
O 1.35752 1.85128 -1.58808
H -2.76330 5.92712 0.48377
H -4.77579 6.99773 1.44355
H -6.56313 5.59990 2.49801
H -6.24629 3.11937 2.66384
H -4.20987 2.05703 1.71330
H -1.41952 -0.09707 -0.13004
H -3.32104 0.25134 -0.06938
*
```

Output
- ΔE to the lowest compared entry with this formula, charge and spin: 0.00 kcal/mol
- Electronic energy: -5496.915814 Eh
- LUMO: 1.571 eV
- Orbital gap: 5.607 eV

ORCA calculation (ωB97M-V/def2-TZVPD) on a structure of composition C49H45F7NbO2 in a non-equilibrium geometry.

The geometry in ORCA input format:
```
! wB97M-V def2-TZVPD RIJCOSX def2/J DEFGRID3
* xyz -1 1
O -0.10864 2.29614 0.25980
C -0.13345 3.62759 0.13092
O 1.00791 4.52037 0.38527
Nb 1.65015 5.53117 -1.35156
C -1.61073 4.28210 -0.30054
C -2.61962 3.58329 -1.42127
C -4.02109 4.37629 -1.77274
C -4.34343 5.81032 -1.02022
C -3.36632 6.51389 0.11745
C -1.96645 5.72266 0.47125
H 3.36701 5.19109 -0.82952
H 1.59359 4.05425 -2.39436
H -0.02681 5.92698 -1.90338
H 1.59959 7.08858 -0.37236
H 2.27171 6.52614 -2.74131
H -2.28969 2.55970 -1.91670
H -4.73138 3.90356 -2.58148
H -5.32325 6.38795 -1.29890
H -3.58811 7.52504 0.66836
H -1.19804 6.18770 1.25698
F -6.19648 0.78427 0.56031
C -4.96934 0.46927 0.99563
C -4.72691 -0.80557 1.49530
C -3.44807 -1.13561 1.94391
C -2.42760 -0.18257 1.89787
C -2.68214 1.09592 1.39927
C -3.95814 1.42203 0.94045
H -5.53392 -1.53006 1.53106
H -3.24633 -2.13203 2.32913
H -1.43142 -0.43902 2.25202
H -1.88734 1.83730 1.36825
H -4.17125 2.40821 0.54149
F 4.46363 -2.82430 -2.30261
C 3.54072 -1.93099 -1.92202
C 3.88952 -0.92617 -1.02629
C 2.93024 0.00723 -0.63372
C 1.62862 -0.08130 -1.13342
C 1.28698 -1.09654 -2.02814
C 2.24930 -2.02295 -2.42907
H 4.90326 -0.87817 -0.64225
H 3.19490 0.80128 0.06010
H 0.87957 0.64427 -0.82350
H 0.27223 -1.16588 -2.41254
H 2.00328 -2.81313 -3.13065
F -4.31913 7.44107 -3.84422
C -5.49871 7.23295 -4.44414
C -5.74913 6.00914 -5.05507
C -6.97912 5.79018 -5.67536
C -7.94182 6.80252 -5.68723
C -7.67907 8.02925 -5.07566
C -6.45337 8.24386 -4.44585
H -4.98622 5.23760 -5.04304
H -7.18764 4.83411 -6.14907
H -8.89934 6.63288 -6.17503
H -8.42832 8.81711 -5.08975
H -6.23587 9.18815 -3.95788
F 7.99708 -0.97716 5.28813
C 7.70109 -1.22027 4.00442
C 8.69807 -1.67006 3.14571
C 8.38916 -1.92823 1.81023
C 7.08777 -1.72303 1.34540
C 6.09521 -1.26651 2.21392
C 6.40187 -1.01917 3.55176
H 9.70512 -1.81570 3.52265
H 9.15966 -2.28759 1.13264
H 6.84832 -1.92026 0.30264
H 5.08401 -1.10362 1.84889
H 5.64054 -0.67252 4.24266
F 1.55472 -0.79070 -6.53495
C 1.77588 -2.06313 -6.89081
C 2.52401 -2.88671 -6.05675
C 2.75019 -4.21308 -6.42441
C 2.23431 -4.69844 -7.62861
C 1.48890 -3.86252 -8.46139
C 1.25352 -2.53953 -8.08810
H 2.92377 -2.48990 -5.12929
H 3.32724 -4.86727 -5.77558
H 2.41474 -5.73177 -7.91710
H 1.09188 -4.24136 -9.40009
H 0.66872 -1.87853 -8.71915
F -2.81616 -4.08076 2.57708
C -3.70085 -4.91899 3.13323
C -3.81258 -6.21704 2.64716
C -4.72997 -7.09173 3.22930
C -5.53391 -6.65470 4.28498
C -5.41786 -5.34837 4.76245
C -4.49262 -4.47751 4.18750
H -3.18566 -6.53622 1.82099
H -4.81952 -8.11095 2.86171
H -6.25245 -7.33591 4.73579
H -6.04753 -5.00924 5.58148
H -4.38300 -3.46154 4.55209
F 5.21862 -2.05926 9.22996
C 5.11043 -3.03323 8.31655
C 4.42272 -4.19854 8.63710
C 4.30541 -5.21078 7.68463
C 4.88717 -5.05064 6.42459
C 5.57976 -3.87938 6.11414
C 5.68726 -2.86288 7.06293
H 3.98459 -4.30862 9.62370
H 3.76310 -6.12246 7.92272
H 4.79925 -5.84226 5.68352
H 6.03522 -3.75872 5.13419
H 6.21435 -1.94227 6.83540
*
```

Output
- ΔE to the lowest compared entry with this formula, charge and spin: 117.68 kcal/mol
- Electronic energy: -2800.182923 Eh
- LUMO: 1.870 eV
- Orbital gap: 7.105 eV

ORCA calculation (ωB97M-V/def2-TZVPD) on a cluster of 14 separate species, C19H52BClN13O30S in total in a non-equilibrium geometry.

The geometry in ORCA input format:
```
! wB97M-V def2-TZVPD RIJCOSX def2/J DEFGRID3
* xyz -1 1
O -7.82166 4.11490 -0.25066
S -6.82047 3.15530 -0.58582
O -6.47944 3.01270 -1.96089
Cl -7.43278 1.30826 0.06194
C -5.34490 3.39594 0.36587
C -4.42072 2.17605 0.24767
C -2.98090 2.53720 0.61387
C -2.14420 1.27067 0.77915
C -2.11720 0.40542 -0.46448
C -1.50793 1.18618 -1.68715
O -0.77617 0.25141 -2.44656
B -1.14211 -1.07149 -1.79108
O -1.18690 -0.65752 -0.35964
H -5.62365 3.58094 1.39981
H -4.83192 4.24769 -0.07864
H -4.47879 1.81021 -0.77774
H -4.76697 1.35624 0.87579
H -2.98316 3.12235 1.52851
H -2.59585 3.15829 -0.20155
H -1.12413 1.46968 1.08941
H -2.62964 0.70720 1.58474
H -3.07218 -0.09024 -0.65811
H -0.74300 1.82650 -1.22079
H -2.26148 1.76079 -2.23991
H -2.30469 -1.29641 -2.23040
H -0.49459 -2.03185 -2.06429
C 0.59531 4.83461 1.83604
N -0.84831 4.72170 2.17359
O -1.22912 3.70515 2.69833
O -1.56486 5.66810 1.88945
H 1.08885 3.91906 2.14138
H 0.66391 4.97896 0.76185
H 0.97851 5.70057 2.36875
C 0.73161 1.87728 -4.35844
N 1.87217 2.82656 -4.47832
O 1.66002 4.01167 -4.30496
O 2.96205 2.35951 -4.74497
H -0.16173 2.43943 -4.12200
H 0.63763 1.36902 -5.31321
H 0.94737 1.16569 -3.56500
C 0.86198 -5.26855 -4.51290
N 0.46457 -4.33898 -3.41421
O -0.44949 -4.68824 -2.69660
O 1.09483 -3.31044 -3.31695
H 0.21395 -6.13476 -4.46887
H 0.75016 -4.73795 -5.45367
H 1.90145 -5.54003 -4.34686
C -3.76728 3.27308 5.93452
N -3.02727 2.21167 5.19819
O -1.98593 1.81614 5.67499
O -3.53109 1.82100 4.16894
H -3.20953 3.51996 6.82969
H -3.84796 4.12779 5.26980
H -4.74870 2.87664 6.17513
C 4.14973 -3.78829 -2.22757
N 5.18953 -4.70443 -2.75882
O 6.26147 -4.75679 -2.18724
O 4.91144 -5.34891 -3.75195
H 4.54496 -3.28573 -1.35672
H 3.90651 -3.07849 -3.00841
H 3.28200 -4.38804 -1.97006
C -2.50102 9.06001 2.68307
N -1.16226 9.39657 3.23995
O -0.59864 10.38085 2.80953
O -0.72307 8.65800 4.09526
H -2.75801 9.80378 1.93907
H -2.42802 8.06757 2.24494
H -3.20483 9.06658 3.50936
C -7.61330 -2.94154 -0.89019
N -6.24428 -2.60350 -0.41014
O -5.69856 -1.65325 -0.90980
O -5.78143 -3.32332 0.45765
H -7.89099 -2.22399 -1.65290
H -7.57845 -3.95060 -1.28867
H -8.27928 -2.88996 -0.03437
C 2.29349 -0.36599 1.36835
N 1.99963 1.06976 1.62565
O 0.97874 1.50955 1.15769
O 2.80075 1.70881 2.29025
H 1.48159 -0.77036 0.77266
H 3.24255 -0.41289 0.84291
H 2.36088 -0.85844 2.33340
C 6.27500 3.16422 2.98458
N 7.03947 1.88772 2.88631
O 6.43507 0.87854 2.60830
O 8.23518 1.95398 3.09941
H 5.23209 2.95246 2.77363
H 6.41196 3.53855 3.99407
H 6.70011 3.84904 2.25782
C -2.13200 -3.22828 1.72449
N -0.94774 -2.85561 2.55025
O -0.36359 -1.86371 2.20303
O -0.65880 -3.57280 3.49574
H -2.22652 -2.48877 0.93267
H -1.94582 -4.21926 1.32203
H -2.99870 -3.23439 2.37873
C 6.96867 -1.90402 -4.41275
N 6.57175 -0.98196 -3.31164
O 5.62844 -1.29720 -2.61818
O 7.22921 0.02793 -3.18838
H 6.30304 -2.75820 -4.41251
H 6.89221 -1.34590 -5.34054
H 7.99443 -2.20554 -4.22723
C 6.49335 -3.24879 2.04279
N 5.19088 -2.96911 1.38007
O 4.40759 -3.88612 1.25339
O 5.00538 -1.83261 1.00384
H 6.51672 -4.29575 2.31883
H 7.27486 -3.00800 1.32904
H 6.55723 -2.60451 2.91417
C -1.91728 -8.23649 -1.33708
N -0.80255 -8.27570 -2.32119
O 0.22878 -8.82497 -1.99653
O -1.00598 -7.73601 -3.38559
H -1.59590 -8.74579 -0.43697
H -2.13656 -7.18949 -1.14705
H -2.76873 -8.73151 -1.79326
*
```

Output
- ΔE to the lowest compared entry with this formula, charge and spin: 8.93 kcal/mol
- Electronic energy: -4606.245052 Eh
- LUMO: 1.721 eV
- Orbital gap: 5.915 eV

ORCA calculation (ωB97M-V/def2-TZVPD) on the ion C5H9IN2P with charge +1 in a non-equilibrium geometry.

The geometry in ORCA input format:
```
! wB97M-V def2-TZVPD RIJCOSX def2/J DEFGRID3
* xyz 1 1
C 0.98846 1.19314 -0.75855
C 1.32863 -0.13276 -0.82620
C -0.45225 -0.04733 0.38163
C -0.76573 2.42523 0.48760
C 0.43007 -2.38694 -0.20946
N -0.09311 1.19395 0.09659
N 0.45288 -0.89422 -0.07212
P -1.90173 -0.35605 1.47142
I -3.67993 0.00125 -0.30196
H 1.45237 2.07229 -0.96556
H 2.07579 -0.79812 -1.32736
H 0.05814 3.15096 0.21421
H -1.71666 2.41972 -0.05543
H -0.93174 2.36286 1.59488
H -0.45928 -2.60929 0.50220
H 0.31079 -2.53682 -1.33935
H 1.27308 -2.82706 0.33236
H -2.12923 -1.65978 1.40962
*
```

Output
- SMILES string: Cn1cc[n+](C)c1PI
- ΔE to the lowest compared entry with this formula, charge and spin: 0.00 kcal/mol
- Electronic energy: -944.213487 Eh
- LUMO: -4.499 eV
- Orbital gap: 8.528 eV

ORCA calculation (ωB97M-V/def2-TZVPD) on a cluster of 4 separate species, C31H56BN2O10S3 in total in a non-equilibrium geometry.

The geometry in ORCA input format:
```
! wB97M-V def2-TZVPD RIJCOSX def2/J DEFGRID3
* xyz -1 1
C -2.49094 -2.11992 5.56422
C -0.99923 -2.08179 5.99099
C -0.21094 -0.90355 5.30271
N -0.62950 -0.88394 3.89568
C -0.03140 0.21170 3.10243
C 1.51972 -0.00016 3.05323
C 2.25429 0.69911 1.90460
C 2.74759 2.00634 1.92931
C 3.43389 2.55044 0.83165
C 3.67031 1.81944 -0.33874
C 3.19024 0.49245 -0.35950
C 3.44077 -0.40193 -1.58294
C 2.49800 -0.03893 0.72797
C -0.53383 -0.08316 1.60816
O -0.89008 -1.23386 1.25795
O -0.57792 0.89285 0.80495
N -0.51647 1.54568 3.41875
C -1.93015 1.58515 3.82443
C -2.69720 2.85606 3.30334
C -4.19154 2.38956 3.15177
C -2.73905 4.01198 4.37149
B 0.32837 2.39500 4.24460
O 0.41301 3.74638 3.89565
O 1.01841 1.98974 5.38193
C 2.11130 2.83116 5.75403
C 3.12659 1.93381 6.52748
H -2.96779 -1.13486 5.72627
H -3.04543 -2.82780 6.21881
H -2.63885 -2.45029 4.52757
H -0.87808 -2.02161 7.08710
H -0.54107 -3.01888 5.60534
H 0.86104 -1.12728 5.47285
H -0.56222 0.01173 5.80979
H -0.33041 -1.78314 3.52040
H 1.64825 -1.08106 2.83577
H 2.03181 0.12711 4.02621
H 2.63295 2.63774 2.81690
H 3.79663 3.58491 0.89155
H 4.23169 2.24583 -1.17659
H 4.43862 -0.86717 -1.40613
H 2.73510 -1.24013 -1.64533
H 3.52495 0.17679 -2.51424
H 2.16266 -1.08210 0.63481
H -2.50564 0.72252 3.45137
H -1.99618 1.59718 4.93743
H -2.33848 3.19396 2.31896
H -4.51068 2.07153 4.16955
H -4.26074 1.48796 2.51980
H -4.86291 3.20835 2.84694
H -3.73419 4.49150 4.36254
H -2.02727 4.78676 4.02225
H -2.42288 3.68382 5.37277
H 0.17318 3.80985 2.95952
H 2.66946 3.25426 4.90519
H 1.76824 3.64025 6.42893
H 3.97314 2.56338 6.86825
H 3.56771 1.26688 5.76055
H 2.65849 1.38037 7.35271
C -2.44264 1.60211 -1.45312
C -1.01928 1.80189 -1.96849
C -1.11917 2.19407 -3.45164
S -2.69957 3.01379 -3.65114
O -3.53863 2.20329 -4.51052
O -2.48555 4.42157 -3.90803
C -3.24071 2.80196 -1.96002
H -2.46629 1.52915 -0.36718
H -2.85908 0.67737 -1.86366
H -0.53802 2.60386 -1.40576
H -0.41533 0.90606 -1.83681
H -0.32191 2.87421 -3.74240
H -1.11293 1.31900 -4.09406
H -4.31807 2.64613 -1.93481
H -2.97861 3.70816 -1.41282
C 0.61176 -0.62820 -7.24471
C 1.88356 -1.47977 -7.16026
C 2.68782 -0.98836 -5.95316
S 1.49491 -0.31266 -4.79132
O 1.72348 1.10928 -4.67065
O 1.40501 -1.17364 -3.64883
C 0.05516 -0.57406 -5.82630
H -0.11208 -1.05015 -7.94267
H 0.86304 0.37925 -7.58662
H 1.60926 -2.52763 -7.01627
H 2.47273 -1.41799 -8.07648
H 3.23236 -1.79931 -5.47382
H 3.37554 -0.18971 -6.22890
H -0.65843 0.23159 -5.67654
H -0.38746 -1.52700 -5.54135
C -1.48956 -5.40886 -4.50786
C -0.41641 -6.41220 -4.95051
C 0.93282 -5.68624 -4.91617
S 0.77926 -4.40268 -3.66321
O 0.86452 -3.11285 -4.30436
O 1.59990 -4.74306 -2.53173
C -0.93238 -4.72509 -3.26362
H -2.44080 -5.89908 -4.30156
H -1.65381 -4.67115 -5.29805
H -0.39864 -7.25518 -4.25550
H -0.62237 -6.81206 -5.94407
H 1.74699 -6.35584 -4.64615
H 1.15125 -5.20182 -5.86730
H -1.43485 -3.79068 -3.02123
H -0.95214 -5.39547 -2.40428
*
```

Output
- ΔE to the lowest compared entry with this formula, charge and spin: 0.00 kcal/mol
- Electronic energy: -3296.252892 Eh
- LUMO: 1.765 eV
- Orbital gap: 6.174 eV